# 1
The following is a quantum chemistry calculation of a cluster of 10 separate species, C33H83NO10 in total, from the OMol25 dataset.

Each atom is followed by the atoms it is bonded to, with distances in Å.
Cartesian coordinates (Å):
1 C -1.94 -3.87 -1.69  C2 1.605, H18 1.153, H19 1.141, H20 1.156
2 C -2.50 -2.70 -0.75  C1 1.605, C3 1.601, H21 1.158, H22 1.140
3 C -2.25 -2.88 0.82  C2 1.601, C4 1.599, H23 1.159, H24 1.142
4 C -0.91 -3.65 1.22  C3 1.599, C5 1.616, H25 1.159, H26 1.151
5 C 0.45 -2.77 1.22  C4 1.616, C6 1.607, H27 1.145, H28 1.159
6 C 0.27 -1.19 1.42  C5 1.607, C7 1.614, H29 1.157, H30 1.157
7 C -0.07 -0.34 0.09  C6 1.614, C8 1.602, H31 1.160, H32 1.143
8 C 0.59 -0.88 -1.27  C7 1.602, C9 1.606, H33 1.159, H34 1.152
9 C 0.90 0.24 -2.37  C8 1.606, C10 1.630, H35 1.158, H36 1.142
10 C 1.67 -0.36 -3.68  C9 1.630, C11 1.612, H37 1.151, H38 1.140
11 C 1.19 -1.84 -4.12  C10 1.612, C12 1.600, H39 1.156, H40 1.158
12 C 2.01 -3.01 -3.40  C11 1.600, C13 1.622, N17 1.493, H41 1.152
13 C 1.70 -4.50 -3.95  C12 1.622, C14 1.606, H42 1.144, H43 1.145
14 C 2.62 -5.31 -2.92  C13 1.606, C15 1.629, H44 1.142, H45 1.149
15 C 3.88 -4.28 -2.75  C14 1.629, O16 1.272, N17 1.505
16 O 4.98 -4.54 -2.17  C15 1.272
17 N 3.51 -2.99 -3.43  C12 1.493, C15 1.505, H46 1.036
18 H -2.29 -4.90 -1.29  C1 1.153
19 H -0.80 -3.83 -1.78  C1 1.141
20 H -2.38 -3.70 -2.74  C1 1.156
21 H -3.65 -2.70 -0.90  C2 1.158
22 H -2.14 -1.71 -1.19  C2 1.140
23 H -3.13 -3.54 1.20  C3 1.159
24 H -2.40 -1.86 1.31  C3 1.142
25 H -1.06 -4.00 2.31  C4 1.159
26 H -0.70 -4.60 0.62  C4 1.151
27 H 1.05 -3.08 0.30  C5 1.145
28 H 1.07 -3.14 2.12  C5 1.159
29 H 1.20 -0.74 1.93  C6 1.157
30 H -0.59 -0.98 2.17  C6 1.157
31 H 0.37 0.72 0.26  C7 1.160
32 H -1.20 -0.19 0.05  C7 1.143
33 H 1.62 -1.33 -0.97  C8 1.159
34 H -0.01 -1.78 -1.66  C8 1.152
35 H 1.65 0.98 -1.90  C9 1.158
36 H -0.03 0.82 -2.69  C9 1.142
37 H 1.39 0.35 -4.55  C10 1.151
38 H 2.81 -0.34 -3.59  C10 1.140
39 H 0.08 -2.04 -3.88  C11 1.156
40 H 1.30 -1.99 -5.26  C11 1.158
41 H 1.79 -3.12 -2.27  C12 1.152
42 H 2.09 -4.61 -5.02  C13 1.144
43 H 0.57 -4.67 -3.87  C13 1.145
44 H 2.92 -6.39 -3.14  C14 1.142
45 H 2.01 -5.32 -1.95  C14 1.149
46 H 3.79 -3.23 -4.39  N17 1.036
47 C 3.37 -4.65 4.45  C48 1.516, H50 1.093, H51 1.093, H52 1.094
48 C 3.52 -3.26 5.02  C47 1.516, O49 1.422, H53 1.092, H54 1.095
49 O 2.33 -2.51 4.82  C48 1.422, H55 0.966
50 H 3.15 -4.60 3.38  C47 1.093
51 H 4.28 -5.23 4.60  C47 1.093
52 H 2.54 -5.18 4.93  C47 1.094
53 H 4.34 -2.73 4.53  C48 1.092
54 H 3.74 -3.30 6.10  C48 1.095
55 H 1.61 -2.98 5.27  O49 0.966
56 C -2.95 2.14 4.35  C57 1.515, H59 1.093, H60 1.093, H61 1.094
57 C -2.05 1.55 3.28  C56 1.515, O58 1.422, H62 1.092, H63 1.095
58 O -2.80 0.72 2.40  C57 1.422, H64 0.967
59 H -3.44 1.34 4.92  C56 1.093
60 H -2.39 2.77 5.03  C56 1.093
61 H -3.75 2.73 3.89  C56 1.094
62 H -1.27 0.93 3.74  C57 1.092
63 H -1.57 2.34 2.70  C57 1.095
64 H -3.48 1.28 2.00  O58 0.967
65 C 2.02 -2.72 -9.11  C66 1.516, H68 1.093, H69 1.092, H70 1.094
66 C 2.14 -2.60 -7.60  C65 1.516, O67 1.424, H71 1.092, H72 1.095
67 O 3.06 -3.56 -7.10  C66 1.424, H73 0.967
68 H 1.69 -3.72 -9.39  C65 1.093
69 H 1.31 -1.99 -9.50  C65 1.092
70 H 2.99 -2.56 -9.58  C65 1.094
71 H 1.17 -2.78 -7.13  C66 1.092
72 H 2.48 -1.60 -7.31  C66 1.095
73 H 3.92 -3.38 -7.52  O67 0.967
74 C 4.88 -0.35 -0.41  C75 1.516, H77 1.093, H78 1.093, H79 1.094
75 C 5.93 -0.38 -1.50  C74 1.516, O76 1.416, H80 1.092, H81 1.095
76 O 6.84 -1.44 -1.26  C75 1.416, H82 0.968
77 H 5.34 -0.21 0.57  C74 1.093
78 H 4.16 0.46 -0.57  C74 1.093
79 H 4.33 -1.30 -0.37  C74 1.094
80 H 6.48 0.56 -1.52  C75 1.092
81 H 5.47 -0.53 -2.48  C75 1.095
82 H 6.33 -2.27 -1.26  O76 0.968
83 C -2.10 -8.17 1.75  C84 1.516, H86 1.093, H87 1.093, H88 1.094
84 C -2.08 -7.48 0.41  C83 1.516, O85 1.423, H89 1.092, H90 1.095
85 O -0.91 -6.67 0.28  C84 1.423, H91 0.967
86 H -2.07 -7.44 2.56  C83 1.093
87 H -2.99 -8.79 1.86  C83 1.093
88 H -1.21 -8.80 1.88  C83 1.094
89 H -2.95 -6.83 0.30  C84 1.092
90 H -2.09 -8.21 -0.41  C84 1.095
91 H -0.14 -7.25 0.37  O85 0.967
92 C -3.16 6.41 4.05  C93 1.515, H95 1.094, H96 1.091, H97 1.094
93 C -2.26 5.82 2.99  C92 1.515, O94 1.424, H98 1.092, H99 1.095
94 O -3.01 4.99 2.10  C93 1.424, H100 0.966
95 H -3.65 5.62 4.62  C92 1.094
96 H -2.59 7.04 4.74  C92 1.091
97 H -3.95 7.01 3.60  C92 1.094
98 H -1.48 5.20 3.44  C93 1.092
99 H -1.78 6.61 2.40  C93 1.095
100 H -3.69 5.55 1.70  O94 0.966
101 C -2.32 10.72 7.15  C102 1.516, H104 1.093, H105 1.093, H106 1.094
102 C -3.30 10.09 6.18  C101 1.516, O103 1.423, H107 1.092, H108 1.095
103 O -3.12 8.68 6.16  C102 1.423, H109 0.967
104 H -1.29 10.49 6.87  C101 1.093
105 H -2.44 11.81 7.18  C101 1.093
106 H -2.47 10.33 8.16  C101 1.094
107 H -3.13 10.47 5.17  C102 1.092
108 H -4.33 10.31 6.47  C102 1.095
109 H -3.28 8.35 7.05  O103 0.967
110 C 0.72 9.22 1.25  C111 1.516, H113 1.093, H114 1.093, H115 1.094
111 C -0.28 9.68 2.29  C110 1.516, O112 1.423, H116 1.092, H117 1.095
112 O -1.00 10.80 1.80  C111 1.423, H118 0.966
113 H 1.42 10.02 1.01  C110 1.093
114 H 1.29 8.35 1.61  C110 1.093
115 H 0.22 8.94 0.32  C110 1.094
116 H 0.23 9.97 3.21  C111 1.092
117 H -0.99 8.88 2.52  C111 1.095
118 H -1.45 10.54 0.99  O112 0.966
119 C -4.10 0.64 -4.02  C120 1.516, H122 1.093, H123 1.093, H124 1.094
120 C -2.90 -0.29 -4.13  C119 1.516, O121 1.420, H125 1.092, H126 1.095
121 O -2.08 0.10 -5.22  C120 1.420, H127 0.966
122 H -4.68 0.62 -4.94  C119 1.093
123 H -4.74 0.35 -3.19  C119 1.093
124 H -3.77 1.67 -3.87  C119 1.094
125 H -3.23 -1.32 -4.30  C120 1.092
126 H -2.30 -0.27 -3.21  C120 1.095
127 H -1.79 1.01 -5.05  O121 0.966

The value obtained for the HOMO energy is -9.4850 eV. The value obtained for the LUMO energy is 0.51 eV. Its SMILES is CCCCCCCCCCC[C@H]1CCC(=O)N1.CCO.CCO.CCO.CCO.CCO.CCO.CCO.CCO.CCO.

# 2
The following is a quantum chemistry calculation of a cluster of 4 separate species, C24H54NO11 in total, from the OMol25 dataset.

Each atom is followed by the atoms it is bonded to, with distances in Å.
Cartesian coordinates (Å):
1 C 0.20 -0.19 0.16  C2 1.505, H10 1.077, H11 1.077, H12 1.080
2 C 1.39 -0.15 -0.76  C1 1.505, C3 1.511, H13 1.085, H14 1.077
3 C 2.54 -0.98 -0.25  C2 1.511, O4 1.182, O5 1.332
4 O 2.37 -1.75 0.63  C3 1.182
5 O 3.72 -0.82 -0.84  C3 1.332, C6 1.482
6 C 4.75 -0.21 0.03  O5 1.482, C7 1.563, H15 1.075, H16 1.081
7 C 4.57 1.32 0.33  C6 1.563, N8 1.410, H17 1.110, H18 1.090
8 N 4.61 1.66 1.69  C7 1.410, C9 1.434
9 C 3.33 1.54 2.32  N8 1.434, H19 1.095, H20 1.105, H21 1.098
10 H 0.46 0.00 1.18  C1 1.077
11 H -0.28 -1.16 0.13  C1 1.077
12 H -0.49 0.58 -0.15  C1 1.080
13 H 1.15 -0.51 -1.76  C2 1.085
14 H 1.74 0.86 -0.89  C2 1.077
15 H 4.86 -0.77 0.94  C6 1.075
16 H 5.66 -0.34 -0.53  C6 1.081
17 H 3.68 1.70 -0.21  C7 1.110
18 H 5.42 1.82 -0.14  C7 1.090
19 H 3.43 1.00 3.27  C9 1.095
20 H 2.85 2.51 2.55  C9 1.105
21 H 2.59 0.98 1.74  C9 1.098
22 C 4.74 5.30 -5.47  O23 1.409, H31 1.097, H32 1.090, H33 1.094
23 O 5.28 4.02 -5.71  C22 1.409, C24 1.418
24 C 6.61 3.84 -5.25  O23 1.418, C25 1.517, H34 1.095, H35 1.099
25 C 6.80 2.55 -4.47  C24 1.517, O26 1.413, H36 1.094, H37 1.092
26 O 6.16 2.49 -3.21  C25 1.413, C27 1.424
27 C 4.74 2.40 -3.14  O26 1.424, C28 1.512, H38 1.092, H39 1.091
28 C 4.16 1.10 -3.65  C27 1.512, O29 1.428, H40 1.096, H41 1.093
29 O 4.30 0.96 -5.06  C28 1.428, C30 1.408
30 C 4.75 -0.30 -5.48  O29 1.408, H42 1.095, H43 1.092, H44 1.096
31 H 5.03 5.99 -6.27  C22 1.097
32 H 3.65 5.20 -5.47  C22 1.090
33 H 5.05 5.69 -4.50  C22 1.094
34 H 6.93 4.69 -4.64  C24 1.095
35 H 7.26 3.80 -6.14  C24 1.099
36 H 7.87 2.49 -4.24  C25 1.094
37 H 6.57 1.68 -5.08  C25 1.092
38 H 4.27 3.26 -3.61  C27 1.092
39 H 4.51 2.45 -2.08  C27 1.091
40 H 3.08 1.08 -3.42  C28 1.096
41 H 4.63 0.27 -3.12  C28 1.093
42 H 5.53 -0.69 -4.81  C30 1.095
43 H 5.18 -0.19 -6.48  C30 1.092
44 H 3.93 -1.02 -5.53  C30 1.096
45 C -3.82 -4.31 6.06  O46 1.408, H54 1.096, H55 1.091, H56 1.095
46 O -3.20 -3.89 4.87  C45 1.408, C47 1.420
47 C -3.66 -2.65 4.36  O46 1.420, C48 1.518, H57 1.095, H58 1.098
48 C -2.53 -1.73 3.96  C47 1.518, O49 1.417, H59 1.094, H60 1.091
49 O -1.72 -1.24 5.02  C48 1.417, C50 1.420
50 C -0.85 -2.12 5.71  O49 1.420, C51 1.516, H61 1.092, H62 1.093
51 C 0.31 -2.67 4.90  C50 1.516, O52 1.417, H63 1.098, H64 1.095
52 O -0.12 -3.59 3.92  C51 1.417, C53 1.419
53 C 0.45 -3.39 2.63  O52 1.419, H65 1.091, H66 1.092, H67 1.093
54 H -4.76 -4.83 5.86  C45 1.096
55 H -3.14 -5.00 6.57  C45 1.091
56 H -4.00 -3.47 6.74  C45 1.095
57 H -4.31 -2.15 5.09  C47 1.095
58 H -4.26 -2.87 3.47  C47 1.098
59 H -2.97 -0.84 3.52  C48 1.094
60 H -1.91 -2.18 3.18  C48 1.091
61 H -1.40 -2.93 6.21  C50 1.092
62 H -0.42 -1.51 6.51  C50 1.093
63 H 0.98 -3.20 5.58  C51 1.098
64 H 0.86 -1.84 4.45  C51 1.095
65 H 0.52 -2.33 2.38  C53 1.091
66 H -0.21 -3.87 1.90  C53 1.092
67 H 1.44 -3.84 2.57  C53 1.093
68 C -7.67 2.19 1.08  O69 1.411, H77 1.096, H78 1.090, H79 1.095
69 O -7.42 0.85 0.75  C68 1.411, C70 1.417
70 C -8.13 0.37 -0.37  O69 1.417, C71 1.516, H80 1.095, H81 1.098
71 C -7.24 -0.40 -1.34  C70 1.516, O72 1.417, H82 1.094, H83 1.091
72 O -6.27 0.37 -2.03  C71 1.417, C73 1.422
73 C -5.16 0.90 -1.32  O72 1.422, C74 1.515, H84 1.091, H85 1.093
74 C -4.16 -0.11 -0.80  C73 1.515, O75 1.419, H86 1.097, H87 1.095
75 O -4.69 -0.89 0.27  C74 1.419, C76 1.412
76 C -4.42 -2.28 0.16  O75 1.412, H88 1.095, H89 1.091, H90 1.095
77 H -8.57 2.28 1.70  C68 1.096
78 H -6.82 2.56 1.65  C68 1.090
79 H -7.77 2.82 0.19  C68 1.095
80 H -8.62 1.19 -0.91  C70 1.095
81 H -8.90 -0.32 -0.01  C70 1.098
82 H -7.90 -0.78 -2.13  C71 1.094
83 H -6.79 -1.27 -0.86  C71 1.091
84 H -5.49 1.58 -0.53  C73 1.091
85 H -4.63 1.51 -2.05  C73 1.093
86 H -3.30 0.44 -0.41  C74 1.097
87 H -3.82 -0.75 -1.62  C74 1.095
88 H -4.52 -2.63 -0.87  C76 1.095
89 H -5.16 -2.80 0.77  C76 1.091
90 H -3.42 -2.50 0.55  C76 1.095

The value obtained for the HOMO energy is -1.5998 eV. The charge is -1. The value obtained for the LUMO energy is 2.22 eV.